25
Properties=species:S:1:pos:R:3:mulliken_charge:R:1 method="wB97M-V/def2-TZVPD" de_lowest_kcal_mol=108.4 gap_ev=10.69
C -1.392 1.368 1.330 -1.641
C -1.087 0.743 -0.038 1.353
C -1.514 1.529 -1.285 -1.688
C -1.554 -0.724 -0.071 -0.579
N -0.672 -1.653 -0.215 -0.538
C 0.631 -1.116 -0.103 1.146
C 1.579 -1.678 -1.260 -1.761
C 1.109 -1.566 1.305 -1.503
N 0.423 0.354 -0.148 0.193
N 1.404 1.250 0.026 0.914
O 1.077 2.432 -0.083 -0.659
O 2.534 0.837 0.202 -0.638
H -1.766 2.342 1.097 0.439
H -0.545 1.237 2.079 0.327
H -2.200 0.873 1.824 0.436
H -0.875 2.320 -1.412 0.455
H -2.475 1.979 -1.280 0.435
H -1.448 0.816 -2.110 0.404
H -2.608 -0.932 -0.247 0.468
H 2.544 -1.220 -1.304 0.430
H 1.327 -1.418 -2.188 0.497
H 1.836 -2.682 -1.029 0.386
H 0.455 -1.132 2.033 0.380
H 2.165 -1.312 1.508 0.327
H 1.055 -2.650 1.371 0.416

***

25
Properties=species:S:1:pos:R:3:mulliken_charge:R:1 method="wB97M-V/def2-TZVPD" de_lowest_kcal_mol=103.2 gap_ev=9.59 charge=+1
C -1.944 0.931 -2.321 -0.622
O -1.361 1.779 -1.376 -0.308
C 0.052 1.743 -1.025 0.003
N 0.657 0.494 -1.161 -0.424
C 0.870 -0.510 -0.426 0.947
C 1.637 -1.665 -1.074 -1.331
C 0.613 -0.825 1.023 -1.015
N 0.069 0.218 1.947 0.073
C 1.156 1.359 2.165 -0.082
N 1.019 2.251 1.270 -0.697
N -0.049 2.054 0.562 0.483
C -0.871 1.096 1.294 -0.599
H -1.928 -0.123 -2.013 0.250
H -1.260 1.153 -3.211 0.318
H -2.963 1.352 -2.614 0.245
H 0.745 2.482 -1.461 0.342
H 2.779 -1.623 -0.802 0.282
H 1.486 -1.522 -2.117 0.394
H 1.150 -2.591 -0.755 0.406
H -0.218 -1.487 0.839 0.488
H 1.299 -1.433 1.564 0.435
H -0.318 -0.140 2.818 0.361
H 1.881 1.197 3.072 0.358
H -1.289 1.692 2.014 0.473
H -1.638 0.622 0.506 0.222

***

25
Properties=species:S:1:pos:R:3:mulliken_charge:R:1 method="wB97M-V/def2-TZVPD" de_lowest_kcal_mol=16.9 gap_ev=8.33
N 3.666 -1.144 0.767 -0.685
C 2.982 -0.500 -0.383 -0.461
C 1.478 -0.129 0.000 -0.279
C 1.172 1.402 -0.261 -0.761
C -0.377 1.563 -0.469 -0.790
C -1.242 1.177 0.818 -0.463
C -2.231 0.043 0.342 0.454
N -1.992 -1.189 0.870 -0.076
N -2.786 -2.140 0.437 -0.498
C -3.719 -1.736 -0.469 0.128
N -3.984 -0.494 -0.967 -0.438
N -3.188 0.454 -0.533 -0.159
H 3.266 -0.827 1.648 0.267
H 3.465 -2.140 0.697 0.270
H 3.493 0.432 -0.731 0.289
H 2.971 -1.238 -1.230 0.275
H 1.205 -0.459 1.039 0.275
H 0.794 -0.713 -0.680 0.155
H 1.692 1.702 -1.209 0.437
H 1.567 2.077 0.541 0.240
H -0.670 2.599 -0.792 0.335
H -0.679 0.901 -1.330 0.397
H -1.881 2.060 1.078 0.321
H -0.626 0.852 1.685 0.356
H -4.373 -2.551 -0.866 0.410

***

26
Properties=species:S:1:pos:R:3:lowdin_spin:R:1 method="wB97M-V/def2-TZVPD" de_lowest_kcal_mol=0.0 s2=2.028 gap_ev="7.86 / 6.52" spin_multiplicity=3 charge=+1
C 1.923 2.206 0.316 0.036
C 0.265 1.072 -0.270 0.004
C -3.281 0.815 -0.401 0.013
C -1.623 -0.234 -1.429 0.059
C 1.546 -0.530 -1.722 0.010
C -2.002 2.286 0.922 0.660
C 1.498 -1.551 1.538 0.000
N 0.597 2.089 0.450 0.056
N 2.397 1.329 -0.576 0.138
N -3.003 -0.088 -1.212 0.157
N 1.364 0.629 -0.976 0.085
N -2.094 1.279 0.118 0.290
N -1.033 0.627 -0.381 0.339
H 2.436 3.098 0.684 0.000
H -4.225 1.384 -0.324 -0.002
H -1.076 -1.234 -1.510 0.022
H -1.486 0.174 -2.497 0.048
H 1.201 -1.323 -1.106 0.005
H 1.056 -0.548 -2.765 0.003
H 2.538 -0.710 -1.876 0.000
H -2.785 2.605 1.581 0.043
H 1.207 -1.290 2.531 0.000
H -1.046 2.784 1.222 0.035
H 1.542 -0.583 1.009 0.000
H 2.477 -2.144 1.584 0.000
H 0.810 -2.354 1.098 0.000

***

Copy entry 1 word for word.
25
Properties=species:S:1:pos:R:3:mulliken_charge:R:1 method="wB97M-V/def2-TZVPD" de_lowest_kcal_mol=108.4 gap_ev=10.69
C -1.392 1.368 1.330 -1.641
C -1.087 0.743 -0.038 1.353
C -1.514 1.529 -1.285 -1.688
C -1.554 -0.724 -0.071 -0.579
N -0.672 -1.653 -0.215 -0.538
C 0.631 -1.116 -0.103 1.146
C 1.579 -1.678 -1.260 -1.761
C 1.109 -1.566 1.305 -1.503
N 0.423 0.354 -0.148 0.193
N 1.404 1.250 0.026 0.914
O 1.077 2.432 -0.083 -0.659
O 2.534 0.837 0.202 -0.638
H -1.766 2.342 1.097 0.439
H -0.545 1.237 2.079 0.327
H -2.200 0.873 1.824 0.436
H -0.875 2.320 -1.412 0.455
H -2.475 1.979 -1.280 0.435
H -1.448 0.816 -2.110 0.404
H -2.608 -0.932 -0.247 0.468
H 2.544 -1.220 -1.304 0.430
H 1.327 -1.418 -2.188 0.497
H 1.836 -2.682 -1.029 0.386
H 0.455 -1.132 2.033 0.380
H 2.165 -1.312 1.508 0.327
H 1.055 -2.650 1.371 0.416